(1)
Computed, not measured: 2 unconnected molecules or ions with the total composition C3H9NO4 at a distorted geometry, with ωB97M-V with the def2-TZVPD basis set.

Structure (XYZ):
```
17
Properties=species:S:1:pos:R:3:forces:R:3:mulliken_charge:R:1
C -0.561 0.077 1.142 -2.514 -0.720 -1.463 -0.483
C 0.896 0.680 1.063 1.881 0.313 1.421 -0.259
O 0.973 1.975 0.751 -2.408 0.497 -3.572 -0.526
N -1.233 -0.222 -0.098 0.792 -0.416 2.006 -0.191
C -0.767 0.405 -1.521 -0.518 1.789 -2.167 0.193
O -0.637 1.694 -1.371 0.964 -0.323 1.281 -0.591
O 0.281 -0.340 -1.911 0.297 0.298 1.098 -0.440
H -1.220 0.695 1.742 0.336 1.048 -0.130 0.297
H -0.498 -0.895 1.592 0.835 -0.576 0.465 0.379
H 1.546 0.051 0.466 -0.509 -0.587 -0.631 0.273
H 1.269 0.586 2.081 -0.326 -0.175 0.431 0.391
H 0.430 2.033 -0.307 0.879 -0.077 1.844 0.541
H -1.057 -1.244 -0.198 0.390 0.097 -0.337 0.421
H -1.594 0.144 -2.178 -0.607 0.137 0.031 0.325
H 0.933 -2.781 -0.038 2.093 -4.487 0.202 0.114
H 0.654 -0.889 -1.110 0.399 -1.513 -0.117 0.299
O 0.585 -1.969 -0.105 -1.984 4.694 -0.363 -0.744
```
Forces are in eV/Å.

Computed properties:
* calculated total energy: -12929.053 eV
* strongest force on any atom: 0.09936 Eh/bohr
* orbital gap: 5.06 eV
* 2S+1: 1
* ΔE to the lowest compared entry with this formula, charge and spin: 192.60 kcal/mol
* charge: 0
* HOMO: -9.774 eV



(2)
Computed, not measured: 3 unconnected molecules or ions with the total composition C25H38Cl2F7NO13PS at a distorted geometry, with ωB97M-V with the def2-TZVPD basis set.

Structure (XYZ):
```
88
Properties=species:S:1:pos:R:3:forces:R:3:mulliken_charge:R:1
C -4.524 -1.332 -2.729 -0.210 -0.501 0.277 -0.916
C -3.252 -2.059 -3.385 0.521 1.011 -0.429 -0.418
C -1.964 -1.114 -3.199 0.642 -0.475 0.750 -0.671
C -1.207 -1.627 -1.843 -0.707 0.969 -0.910 0.072
C -0.230 -0.432 -1.409 -0.448 -0.379 0.578 -0.842
C 0.925 -0.874 -0.343 -0.571 -0.953 -2.834 1.029
F 1.479 -2.024 -0.991 -0.452 1.556 1.961 -0.506
C 0.087 -1.100 1.042 2.938 2.875 -0.563 -0.886
S -0.961 -2.538 1.587 0.114 -8.497 1.216 1.446
C -2.684 -1.915 1.866 -1.338 1.427 -0.324 -0.978
O -0.356 -3.211 2.812 -1.423 3.902 -2.784 -0.569
O -1.050 -3.648 0.549 0.140 4.678 1.675 -0.562
N 0.319 0.004 1.759 -2.325 -2.418 -2.777 1.022
P -0.240 0.576 3.358 -0.294 0.737 4.087 0.252
O -0.715 -0.684 4.394 -1.004 1.779 -2.879 -0.437
Cl -2.060 1.669 3.042 0.940 -1.330 -0.290 -0.201
C 1.263 1.006 1.120 4.145 1.734 2.129 -0.426
O 2.326 1.059 2.155 -0.735 0.393 -0.531 -0.285
C 0.838 2.547 1.032 -1.747 0.644 -1.008 -1.505
C -0.406 2.873 0.075 -1.083 1.090 -0.117 -0.343
C -0.716 4.477 0.108 1.340 -0.618 -0.652 -0.538
Cl -2.071 4.921 1.256 0.974 -0.366 -0.903 -0.174
C 2.045 0.287 -0.085 -1.661 -0.195 0.181 2.628
C 2.379 1.301 -1.279 -0.747 0.172 -1.374 -1.360
C 3.516 -0.197 0.401 2.287 2.636 -1.041 -1.180
O 4.467 0.570 0.080 -3.542 -3.896 1.539 -0.559
C 3.829 -1.536 1.208 -0.694 -2.279 1.128 1.118
F 3.878 -2.708 0.371 -0.139 3.022 1.529 -0.274
F 2.808 -1.842 2.185 1.688 1.200 -2.491 -0.305
C 5.216 -1.536 2.031 -0.158 -0.423 3.041 0.291
F 4.987 -2.416 3.152 0.610 1.867 -2.620 -0.309
F 5.505 -0.268 2.642 -0.751 -2.980 -2.073 -0.292
C 6.478 -2.156 1.260 2.923 -0.892 0.209 1.034
F 7.634 -1.762 2.023 -2.831 -0.821 -1.644 -0.262
F 6.509 -3.573 1.224 -0.730 3.162 0.314 -0.253
C 6.727 -1.614 -0.224 1.754 4.023 -2.791 0.151
O 7.350 -0.545 -0.426 -2.494 -4.414 1.745 -0.454
O 6.213 -2.285 -1.395 -0.604 1.104 2.819 -0.463
H -4.606 -1.701 -1.642 -0.079 0.602 -1.508 0.178
H -4.427 -0.190 -2.688 -0.013 -1.671 -0.263 0.274
H -5.510 -1.576 -3.266 1.556 0.278 0.822 0.290
H -3.349 -2.275 -4.504 -0.276 0.365 1.632 0.302
H -3.025 -3.048 -2.858 -0.457 1.283 -0.778 0.332
H -1.210 -1.187 -4.070 -1.224 -0.004 1.299 0.347
H -2.229 0.009 -3.091 0.190 -1.859 -0.192 0.262
H -0.691 -2.608 -2.105 -0.548 1.408 0.694 0.243
H -2.041 -1.812 -1.066 1.463 0.219 -1.070 -0.128
H -0.871 0.344 -0.861 0.889 -0.715 -1.182 -0.052
H 0.229 -0.024 -2.389 -0.456 -0.519 1.926 0.478
H -2.773 -0.766 1.740 0.410 -1.794 0.216 0.294
H -3.368 -2.373 1.064 1.411 0.439 1.068 0.402
H -3.118 -2.193 2.891 1.223 0.126 -1.380 0.393
H -1.704 -0.777 4.315 1.098 -0.269 0.383 0.337
H 2.453 1.982 2.467 -0.109 -0.758 -0.154 0.383
H 1.715 3.205 0.663 -1.112 -1.590 0.566 0.652
H 0.569 2.987 2.070 0.419 -1.130 -1.434 0.589
H -0.254 2.616 -1.026 0.147 0.170 1.593 0.083
H -1.393 2.373 0.393 1.671 0.497 -0.317 0.263
H -0.916 4.859 -0.964 -0.057 -0.560 1.975 0.384
H 0.238 4.985 0.477 -1.455 -0.402 -0.429 0.307
H 2.850 2.295 -0.927 -0.466 -2.041 -0.362 0.322
H 1.452 1.628 -1.889 1.333 -0.750 1.281 0.338
H 3.059 0.775 -2.053 -0.955 0.975 1.474 0.287
H 5.490 -1.672 -1.696 1.067 -0.755 0.006 0.384
C 2.813 3.896 8.581 -0.045 0.481 0.237 -0.619
O 2.961 2.523 8.219 0.117 -0.235 -0.590 -0.330
C 3.250 2.323 6.924 -0.012 -0.041 0.362 0.703
O 3.387 3.181 6.085 -0.133 -0.368 0.184 -0.547
O 3.361 0.999 6.723 -0.108 0.392 0.077 -0.324
C 3.670 0.640 5.379 0.193 -0.222 -0.297 -0.289
H 2.581 3.937 9.646 0.047 -0.290 -0.139 0.225
H 3.743 4.442 8.409 -0.159 -0.047 -0.129 0.291
H 1.988 4.354 8.030 0.194 -0.024 -0.056 0.289
H 4.635 1.057 5.081 -0.181 0.073 -0.036 0.345
H 2.879 0.969 4.701 0.120 0.092 0.061 -0.044
H 3.736 -0.448 5.328 -0.057 0.118 0.264 0.276
C -5.856 -2.966 -7.767 0.260 -0.370 0.007 -0.586
O -6.811 -1.941 -8.036 0.001 0.459 0.261 -0.309
C -6.657 -0.835 -7.291 -0.226 -0.040 -0.231 0.810
O -5.808 -0.658 -6.450 -0.265 -0.076 -0.230 -0.543
O -7.613 0.040 -7.645 0.349 -0.399 0.089 -0.319
C -7.573 1.273 -6.928 -0.065 0.426 0.171 -0.606
H -6.076 -3.808 -8.424 -0.182 0.258 -0.015 0.219
H -4.844 -2.616 -7.981 -0.107 0.019 0.162 0.281
H -5.937 -3.306 -6.732 0.098 0.146 -0.070 0.268
H -6.629 1.793 -7.109 -0.042 -0.140 0.134 0.279
H -7.723 1.103 -5.860 0.167 -0.008 -0.104 0.282
H -8.387 1.898 -7.296 0.040 -0.292 -0.126 0.225
```
Forces are in eV/Å.

Computed properties:
* calculated total energy: -118825.021 eV
* strongest force on any atom: 0.16694 Eh/bohr
* orbital gap: 6.45 eV
* 2S+1: 1
* charge: +1
* HOMO: -12.631 eV



(3)
Computed, not measured: C4H7NO in the gas phase at a distorted geometry, with ωB97M-V with the def2-TZVPD basis set.

Structure (XYZ):
```
13
Properties=species:S:1:pos:R:3:forces:R:3:mulliken_charge:R:1
N 2.301 -0.165 -0.098 0.419 0.676 1.323 -0.557
C 1.591 0.347 0.661 0.554 -0.442 -0.740 0.404
C 0.336 0.813 1.232 -0.512 -0.144 -0.562 -0.447
C -0.796 0.540 0.062 0.457 0.143 0.518 -0.533
C -0.381 -0.487 -1.006 0.328 0.492 0.047 -0.429
O -0.813 -1.791 -0.653 0.150 -0.158 0.015 -0.546
H 0.153 0.258 2.167 -0.173 0.104 -0.536 0.255
H 0.420 1.875 1.515 -0.216 -0.379 -0.303 0.291
H -1.688 0.199 0.597 0.072 0.057 -0.252 0.303
H -1.030 1.487 -0.445 0.190 -0.186 0.370 0.324
H -0.674 -0.229 -2.036 -0.571 0.145 0.451 0.286
H 0.709 -0.449 -1.032 -0.456 -0.287 -0.468 0.324
H -0.129 -2.397 -0.964 -0.240 -0.021 0.137 0.327
```
Forces are in eV/Å.

Computed properties:
* calculated total energy: -7797.803 eV
* strongest force on any atom: 0.03002 Eh/bohr
* orbital gap: 11.20 eV
* 2S+1: 1
* ΔE to the lowest compared entry with this formula, charge and spin: 42.46 kcal/mol
* charge: 0
* structure (SMILES): N#CCCCO
* HOMO: -10.295 eV